# 1
{"formula": "C4H8N2", "method": "ωB97M-V/def2-TZVPD", "elements": ["C", "C", "N", "N", "H", "H", "H", "H", "H", "H", "C", "C", "H", "H"], "coordinates": [[-0.78, 1.67, 0.08], [-1.37, 0.33, -0.20], [-0.86, -0.72, 0.27], [-1.35, -1.94, -0.06], [-0.53, 2.17, -0.85], [0.12, 1.57, 0.69], [-1.50, 2.29, 0.62], [-2.28, 0.32, -0.82], [-2.29, -1.96, -0.44], [-1.15, -2.63, 0.65], [3.55, -0.07, -0.03], [2.44, -0.50, 0.05], [4.55, 0.25, -0.09], [1.43, -0.78, 0.13]], "largest_force_ev_per_a": 0.7, "homo_ev": -8.903, "lumo_ev": 1.16, "total_energy_ev": -7254.5494, "spin_multiplicity": 1, "de_lowest_ev": 3.3260}


# 2
{"formula": "C27H57F4IN4O7", "method": "ωB97M-V/def2-TZVPD", "elements": ["C", "C", "C", "F", "C", "C", "C", "O", "C", "C", "F", "F", "F", "O", "C", "O", "O", "C", "C", "N", "C", "C", "C", "C", "I", "H", "H", "H", "H", "H", "H", "H", "H", "H", "H", "H", "H", "H", "H", "H", "H", "H", "H", "H", "H", "H", "H", "H", "H", "C", "O", "C", "C", "C", "N", "H", "H", "H", "H", "H", "H", "H", "H", "H", "H", "H", "C", "O", "C", "C", "C", "N", "H", "H", "H", "H", "H", "H", "H", "H", "H", "H", "H", "C", "O", "C", "C", "C", "N", "H", "H", "H", "H", "H", "H", "H", "H", "H", "H", "H"], "coordinates": [[5.89, -2.77, -0.03], [4.61, -2.88, 0.82], [3.82, -1.57, 0.93], [4.70, -0.53, 0.70], [2.63, -1.35, -0.06], [1.91, -0.08, 0.42], [1.61, 0.93, -0.68], [0.31, 1.51, -0.49], [0.32, 2.52, 0.47], [-1.12, 2.89, 0.76], [-1.67, 3.59, -0.26], [-1.87, 1.78, 0.94], [-1.23, 3.63, 1.85], [3.25, -1.16, -1.32], [3.23, -2.35, -2.00], [3.81, -2.56, -3.06], [2.46, -3.23, -1.34], [1.71, -2.56, -0.31], [0.45, -2.03, -1.07], [-0.59, -1.50, -0.18], [-1.94, -2.08, -0.35], [1.41, -3.38, 0.92], [1.18, -4.89, 0.79], [2.40, -5.70, 0.38], [-0.43, -5.47, -0.50], [6.13, -3.77, -0.38], [6.71, -2.47, 0.60], [5.79, -2.11, -0.88], [4.92, -3.15, 1.82], [4.02, -3.69, 0.45], [3.48, -1.45, 1.95], [2.55, 0.40, 1.15], [1.01, -0.36, 0.95], [2.33, 1.74, -0.65], [1.63, 0.52, -1.67], [0.74, 2.21, 1.43], [0.88, 3.37, 0.11], [0.10, -2.79, -1.75], [0.83, -1.24, -1.70], [-0.69, -0.52, -0.41], [-2.23, -2.58, 0.57], [-2.65, -1.29, -0.49], [-1.99, -2.80, -1.16], [0.52, -2.94, 1.36], [2.19, -3.28, 1.67], [0.88, -5.24, 1.77], [2.17, -6.75, 0.54], [2.59, -5.59, -0.67], [3.27, -5.47, 0.99], [0.39, 6.12, 0.68], [1.51, 5.54, 1.32], [2.60, 6.42, 1.53], [2.48, 7.31, 2.78], [1.51, 8.48, 2.61], [2.09, 6.54, 3.97], [0.68, 6.90, -0.03], [-0.29, 6.55, 1.43], [-0.14, 5.34, 0.17], [3.47, 5.78, 1.66], [2.78, 7.02, 0.63], [3.47, 7.73, 2.96], [0.47, 8.16, 2.66], [1.67, 9.20, 3.41], [1.67, 8.99, 1.66], [2.79, 5.83, 4.15], [1.25, 6.02, 3.74], [-0.99, -4.24, -7.68], [-1.88, -4.41, -6.59], [-1.41, -5.23, -5.54], [-0.50, -4.52, -4.53], [0.92, -4.28, -5.03], [-1.07, -3.25, -4.08], [-0.41, -5.15, -7.87], [-0.31, -3.40, -7.51], [-1.59, -4.02, -8.56], [-2.31, -5.57, -5.02], [-0.92, -6.13, -5.95], [-0.43, -5.18, -3.66], [0.97, -3.46, -5.74], [1.57, -4.03, -4.20], [1.32, -5.18, -5.51], [-1.97, -3.42, -3.65], [-1.29, -2.70, -4.90], [-4.73, 0.79, 2.25], [-5.68, 0.48, 3.25], [-5.70, 1.36, 4.35], [-6.51, 2.64, 4.14], [-5.80, 3.68, 3.27], [-7.83, 2.38, 3.57], [-3.82, 1.21, 2.68], [-5.14, 1.48, 1.51], [-4.47, -0.14, 1.73], [-6.17, 0.79, 5.16], [-4.67, 1.59, 4.67], [-6.66, 3.09, 5.12], [-5.82, 3.42, 2.21], [-6.29, 4.65, 3.37], [-4.76, 3.80, 3.57], [-8.35, 1.77, 4.20], [-7.70, 1.81, 2.73]], "largest_force_ev_per_a": 3.3, "homo_ev": -9.057, "lumo_ev": 0.34, "total_energy_ev": -68185.5497, "spin_multiplicity": 1}


# 3
{"formula": "C4H8NO3", "method": "ωB97M-V/def2-TZVPD", "elements": ["C", "C", "O", "O", "H", "H", "H", "C", "C", "O", "N", "H", "H", "H", "H", "H"], "coordinates": [[-0.14, 0.44, -2.57], [-1.30, 0.18, -1.57], [-1.13, 0.06, -0.34], [-2.46, 0.13, -2.11], [0.12, 1.45, -2.30], [-0.65, 0.25, -3.59], [0.71, -0.11, -2.37], [1.25, -0.78, 0.92], [0.81, 0.01, 2.10], [1.58, 0.62, 2.79], [-0.55, 0.04, 2.43], [-0.83, 0.89, 2.96], [-1.30, -0.26, 1.81], [1.99, -1.42, 1.30], [1.62, -0.24, 0.09], [0.29, -1.25, 0.44]], "largest_force_ev_per_a": 3.9, "homo_ev": -4.124, "charge": -1, "lumo_ev": 3.90, "total_energy_ev": -11912.0371, "spin_multiplicity": 1, "de_lowest_ev": 1.2569}


# 4
{"formula": "C7H14F3GaNO2", "method": "ωB97M-V/def2-TZVPD", "elements": ["C", "C", "C", "N", "Ga", "H", "H", "H", "H", "H", "H", "H", "H", "H", "C", "C", "O", "C", "O", "C", "F", "F", "F", "H", "H", "H", "H", "H"], "coordinates": [[3.65, -3.94, 0.43], [2.36, -3.16, 0.14], [2.50, -1.66, 0.33], [1.35, -3.77, -0.27], [-0.40, -3.10, 0.34], [4.24, -3.96, -0.49], [3.43, -4.97, 0.69], [4.27, -3.43, 1.17], [2.98, -1.42, 1.28], [3.18, -1.29, -0.44], [1.56, -1.13, 0.23], [-1.51, -4.18, -0.13], [-0.45, -2.84, 1.92], [-0.72, -1.76, -0.48], [-2.47, 3.99, -2.00], [-3.11, 3.52, -0.71], [-2.40, 2.40, -0.16], [-1.29, 2.69, 0.51], [-0.84, 3.79, 0.69], [-0.67, 1.40, 1.07], [-0.63, 0.44, 0.14], [-1.40, 0.95, 2.11], [0.57, 1.62, 1.51], [-2.39, 3.17, -2.71], [-3.06, 4.79, -2.45], [-1.46, 4.37, -1.83], [-4.12, 3.16, -0.91], [-3.17, 4.32, 0.02]], "largest_force_ev_per_a": 1.1, "homo_ev": -3.294, "charge": -1, "lumo_ev": 2.63, "total_energy_ev": -73599.2861, "spin_multiplicity": 1}


# 5
{"formula": "C27H55ClF5N2O12P2", "method": "ωB97M-V/def2-TZVPD", "elements": ["C", "C", "O", "C", "C", "O", "C", "C", "N", "C", "O", "O", "N", "C", "C", "C", "C", "F", "F", "C", "F", "F", "F", "C", "C", "C", "Cl", "H", "H", "H", "H", "H", "H", "H", "H", "H", "H", "H", "H", "H", "H", "H", "H", "H", "H", "H", "H", "H", "H", "H", "H", "H", "O", "P", "O", "C", "C", "O", "C", "C", "O", "C", "C", "H", "H", "H", "H", "H", "H", "H", "H", "H", "H", "H", "H", "H", "H", "H", "O", "P", "O", "C", "C", "O", "C", "C", "O", "C", "C", "H", "H", "H", "H", "H", "H", "H", "H", "H", "H", "H", "H", "H", "H", "H"], "coordinates": [[-4.34, 2.05, 5.96], [-4.88, 0.79, 5.19], [-4.02, 0.32, 4.19], [-3.98, 1.18, 3.07], [-3.73, 0.40, 1.74], [-2.60, -0.44, 1.77], [-1.38, 0.33, 1.63], [-0.37, -0.07, 2.76], [-0.87, 0.58, 4.00], [-0.60, -1.63, 3.02], [-0.81, -2.01, 4.18], [-0.60, -2.44, 2.06], [1.04, 0.31, 2.53], [1.26, 1.53, 1.77], [0.69, 2.84, 2.39], [1.22, 3.19, 3.81], [2.75, 3.32, 3.91], [3.30, 4.18, 3.00], [3.41, 2.14, 3.76], [3.19, 3.84, 5.35], [4.43, 4.35, 5.35], [3.26, 2.74, 6.14], [2.30, 4.65, 5.92], [1.96, -0.78, 2.20], [2.64, -1.49, 3.45], [2.25, -0.88, 4.81], [2.31, -3.28, 3.36], [-5.22, 2.56, 6.41], [-3.68, 1.77, 6.80], [-3.87, 2.79, 5.29], [-5.89, 1.08, 4.80], [-5.08, 0.02, 5.97], [-3.29, 2.04, 3.18], [-5.01, 1.61, 2.96], [-3.77, 1.07, 0.86], [-4.61, -0.28, 1.65], [-0.95, 0.15, 0.62], [-1.70, 1.39, 1.65], [-0.15, 0.61, 4.70], [-1.26, 1.50, 3.80], [0.88, 1.48, 0.71], [2.35, 1.72, 1.65], [-0.41, 2.91, 2.40], [1.04, 3.66, 1.72], [0.89, 2.51, 4.61], [0.81, 4.19, 4.06], [1.57, -1.52, 1.47], [2.83, -0.31, 1.67], [3.74, -1.39, 3.36], [3.10, -1.09, 5.51], [2.13, 0.22, 4.80], [1.35, -1.33, 5.28], [-3.04, -0.44, -4.30], [-4.54, -0.45, -4.17], [-4.79, 1.03, -3.49], [-4.71, 2.18, -4.32], [-5.86, 2.27, -5.31], [-4.67, -1.38, -2.82], [-3.59, -2.24, -2.42], [-2.67, -1.54, -1.43], [-6.20, -0.65, -4.38], [-6.60, -1.61, -5.37], [-6.13, -3.02, -5.05], [-3.75, 2.18, -4.85], [-4.73, 3.05, -3.67], [-5.81, 1.46, -6.04], [-5.84, 3.21, -5.85], [-6.82, 2.17, -4.79], [-3.04, -2.60, -3.29], [-4.03, -3.12, -1.94], [-2.42, -0.53, -1.74], [-1.74, -2.11, -1.30], [-3.15, -1.46, -0.46], [-6.21, -1.29, -6.35], [-7.69, -1.58, -5.42], [-5.04, -3.09, -5.08], [-6.54, -3.73, -5.76], [-6.44, -3.30, -4.04], [4.27, -0.02, -3.08], [5.10, -1.27, -3.12], [4.38, -2.17, -1.97], [3.14, -2.81, -2.27], [3.31, -3.94, -3.27], [6.40, -0.72, -2.25], [6.62, 0.68, -2.09], [5.98, 1.20, -0.82], [6.06, -2.58, -3.58], [6.61, -2.52, -4.90], [7.56, -1.35, -5.09], [2.42, -2.07, -2.65], [2.74, -3.20, -1.34], [3.61, -3.56, -4.25], [2.37, -4.49, -3.40], [4.08, -4.64, -2.94], [6.28, 1.23, -2.97], [7.71, 0.83, -2.04], [4.96, 0.83, -0.69], [5.96, 2.29, -0.82], [6.54, 0.87, 0.05], [5.80, -2.48, -5.63], [7.15, -3.46, -5.06], [7.02, -0.40, -5.03], [8.04, -1.40, -6.07], [8.32, -1.34, -4.31]], "largest_force_ev_per_a": 8.5, "homo_ev": -3.730, "charge": -1, "lumo_ev": 0.96, "total_energy_ev": -101128.9543, "spin_multiplicity": 1}


# 6
{"formula": "C4H12O10PdS4", "method": "ωB97M-V/def2-TZVPD", "elements": ["Pd", "S", "O", "O", "O", "O", "S", "O", "O", "O", "O", "C", "S", "O", "C", "H", "H", "H", "H", "H", "H", "C", "S", "O", "C", "H", "H", "H", "H", "H", "H"], "coordinates": [[0.57, -0.66, 1.18], [3.06, -0.60, 2.28], [4.30, -1.21, 1.74], [3.19, 0.15, 3.53], [2.48, 0.27, 1.24], [2.03, -1.66, 2.39], [-1.20, -0.84, 3.24], [-0.99, -1.65, 4.46], [0.00, 0.05, 3.03], [-1.19, -1.64, 1.99], [-2.43, -0.08, 3.44], [0.43, -0.45, -2.96], [1.14, -1.78, -1.95], [0.32, -1.85, -0.69], [0.64, -3.15, -3.05], [-0.66, -0.44, -3.05], [0.84, -0.53, -3.97], [0.74, 0.52, -2.58], [1.01, -4.02, -2.52], [1.12, -2.97, -4.01], [-0.45, -3.16, -3.09], [-1.37, 3.06, 1.20], [-0.53, 2.39, -0.22], [-0.24, 0.95, 0.05], [-1.90, 2.42, -1.40], [-1.47, 4.14, 1.08], [-0.70, 2.92, 2.06], [-2.33, 2.60, 1.43], [-2.46, 1.50, -1.29], [-1.43, 2.42, -2.38], [-2.51, 3.29, -1.16]], "largest_force_ev_per_a": 3.2, "homo_ev": [-0.312, -1.047], "charge": -2, "lumo_ev": [3.77, 3.76], "total_energy_ev": -71635.8126, "spin_multiplicity": 3, "s_squared": 2.01}


# 7
{"formula": "C18H27BN3O4S", "method": "ωB97M-V/def2-TZVPD", "elements": ["N", "C", "C", "C", "C", "C", "C", "C", "O", "B", "O", "O", "N", "C", "C", "C", "C", "C", "C", "S", "H", "H", "H", "H", "H", "H", "H", "H", "H", "H", "H", "H", "H", "C", "N", "C", "C", "C", "C", "O", "H", "H", "H", "H", "H", "H", "H", "H", "H", "H", "H", "H", "H", "H"], "coordinates": [[-3.25, -2.27, 1.18], [-2.82, -2.37, -0.23], [-1.31, -2.46, -0.41], [-0.50, -1.46, 0.11], [0.86, -1.57, -0.05], [1.46, -2.59, -0.74], [0.66, -3.59, -1.26], [-0.70, -3.49, -1.07], [-1.48, -4.54, -1.58], [-1.41, -5.59, -0.67], [-1.75, -5.34, 0.67], [-1.02, -6.86, -1.05], [2.88, -2.70, -0.91], [3.53, -1.47, -1.23], [4.52, -1.44, -2.18], [5.13, -0.25, -2.52], [4.77, 0.93, -1.92], [3.81, 0.92, -0.93], [3.22, -0.28, -0.62], [1.95, -0.33, 0.65], [-2.60, -2.80, 1.76], [-3.16, -1.30, 1.46], [-3.31, -3.20, -0.74], [-3.17, -1.45, -0.72], [-0.91, -0.62, 0.66], [1.08, -4.43, -1.80], [-1.03, -5.68, 1.21], [-0.37, -7.17, -0.41], [3.33, -3.20, -0.15], [4.86, -2.33, -2.70], [5.89, -0.25, -3.29], [5.20, 1.89, -2.17], [3.48, 1.82, -0.42], [-2.41, 2.68, 0.38], [-1.60, 3.92, 0.65], [-2.47, 5.11, 0.35], [-0.41, 3.94, -0.25], [-1.19, 4.02, 2.12], [-0.27, 2.93, 2.61], [-0.90, 1.66, 2.48], [-2.88, 2.80, -0.59], [-1.74, 1.83, 0.34], [-3.16, 2.57, 1.16], [-2.76, 5.06, -0.69], [-1.89, 6.01, 0.54], [-3.34, 5.07, 0.99], [0.19, 3.05, -0.07], [0.18, 4.84, -0.03], [-0.76, 3.96, -1.28], [-2.12, 4.02, 2.69], [-0.70, 4.98, 2.23], [-0.05, 3.11, 3.67], [0.68, 2.93, 2.07], [-0.24, 0.99, 2.71]], "largest_force_ev_per_a": 2.0, "homo_ev": -10.380, "charge": 1, "lumo_ev": -2.55, "total_energy_ev": -43272.7268, "spin_multiplicity": 1}


# 8
{"formula": "C5H12O3", "method": "ωB97M-V/def2-TZVPD", "elements": ["C", "O", "C", "C", "C", "C", "O", "H", "H", "H", "H", "H", "H", "H", "H", "H", "H", "H", "H", "O"], "coordinates": [[-2.02, -1.06, -1.85], [-3.15, -0.73, -2.51], [-1.06, 0.18, -1.69], [0.11, -0.16, -0.77], [-0.08, 0.33, 0.71], [1.05, 1.32, 1.17], [1.12, 1.34, 2.54], [-2.40, -1.31, -0.82], [-1.59, -1.99, -2.25], [-0.73, 0.28, -2.72], [-1.75, 0.89, -1.25], [1.04, 0.33, -1.04], [0.25, -1.25, -0.75], [0.14, -0.55, 1.32], [-1.12, 0.61, 0.91], [0.89, 2.31, 0.70], [2.05, 0.92, 0.85], [2.74, -0.87, 1.82], [1.98, 0.17, 2.85], [2.51, -0.74, 2.77]], "largest_force_ev_per_a": 2.3, "homo_ev": [-3.323, -3.311], "charge": -1, "lumo_ev": [3.35, 1.18], "total_energy_ev": -11519.6254, "spin_multiplicity": 2, "de_lowest_ev": 1.8330, "s_squared": 0.75}


# 9
{"formula": "C3H6N2O2", "method": "ωB97M-V/def2-TZVPD", "elements": ["C", "N", "C", "C", "O", "N", "O", "H", "H", "H", "H", "H", "H"], "coordinates": [[0.79, -0.08, -0.39], [-1.38, 1.17, -0.10], [-0.15, 0.90, 0.22], [0.61, -1.45, 0.26], [-2.08, 0.35, -1.01], [1.47, -2.10, 0.92], [0.11, 1.65, 1.25], [-2.57, 0.97, -1.56], [-1.13, 1.97, 1.00], [2.35, -1.59, 1.00], [0.54, -0.17, -1.45], [1.81, 0.28, -0.26], [-0.38, -1.89, 0.13]], "largest_force_ev_per_a": 1.3, "homo_ev": -9.486, "lumo_ev": 0.69, "total_energy_ev": -10279.7728, "spin_multiplicity": 1, "de_lowest_ev": 5.0247}


# 10
{"formula": "C6H14O", "method": "ωB97M-V/def2-TZVPD", "elements": ["C", "C", "C", "C", "C", "C", "O", "H", "H", "H", "H", "H", "H", "H", "H", "H", "H", "H", "H", "H", "H"], "coordinates": [[-3.39, 0.08, 0.54], [-2.17, 0.06, -0.37], [-0.87, -0.12, 0.40], [0.37, -0.09, -0.49], [1.65, -0.06, 0.33], [2.91, 0.03, -0.51], [3.98, 0.33, 0.37], [-4.32, 0.24, -0.02], [-3.31, 0.89, 1.27], [-3.49, -0.86, 1.10], [-2.27, -0.76, -1.11], [-2.12, 0.99, -0.95], [-0.79, 0.69, 1.15], [-0.90, -1.06, 0.97], [0.33, 0.79, -1.14], [0.36, -0.96, -1.16], [1.64, 0.82, 0.99], [1.71, -0.94, 0.98], [3.08, -0.93, -1.04], [2.80, 0.81, -1.28], [4.80, 0.04, -0.02]], "largest_force_ev_per_a": 0.4, "homo_ev": -10.281, "lumo_ev": 1.02, "total_energy_ev": -8496.5315, "spin_multiplicity": 1, "de_lowest_ev": 0.3608}


# 11
{"formula": "C26H33FeGeN4S2Se", "method": "ωB97M-V/def2-TZVPD", "elements": ["Fe", "C", "C", "C", "C", "C", "C", "N", "C", "C", "C", "C", "C", "C", "N", "N", "C", "C", "C", "C", "C", "N", "H", "H", "H", "H", "H", "H", "H", "H", "H", "H", "H", "H", "H", "C", "C", "S", "C", "C", "S", "H", "H", "H", "H", "H", "H", "C", "Ge", "C", "C", "C", "Se", "C", "H", "H", "H", "H", "H", "H", "H", "H", "H", "H", "H", "H", "H", "H"], "coordinates": [[0.00, -0.05, -0.09], [4.68, 2.44, -2.06], [3.43, 2.31, -2.65], [2.30, 2.02, -1.89], [2.38, 1.85, -0.50], [3.65, 2.00, 0.08], [4.77, 2.28, -0.69], [1.25, 1.50, 0.22], [1.20, 1.86, 1.58], [1.65, 3.07, 2.12], [1.53, 3.32, 3.48], [0.95, 2.38, 4.33], [0.47, 1.18, 3.81], [0.59, 0.94, 2.45], [0.12, -0.18, 1.78], [-0.40, -1.20, 2.48], [-0.90, -2.09, 1.63], [-1.49, -3.30, 2.10], [-1.99, -4.20, 1.21], [-1.94, -3.92, -0.18], [-1.37, -2.75, -0.57], [-0.85, -1.84, 0.28], [5.56, 2.66, -2.66], [3.32, 2.43, -3.72], [1.33, 1.94, -2.37], [3.76, 1.87, 1.15], [5.74, 2.37, -0.19], [2.10, 3.80, 1.46], [1.89, 4.26, 3.88], [0.86, 2.58, 5.39], [0.00, 0.43, 4.44], [-1.50, -3.47, 3.17], [-2.44, -5.12, 1.57], [-2.34, -4.61, -0.91], [-1.29, -2.48, -1.62], [-4.07, 2.03, -1.59], [-2.73, 1.38, -1.36], [-2.18, 1.27, 0.22], [-2.02, 0.86, -2.47], [-2.63, 0.95, -3.85], [-0.52, 0.11, -2.36], [-4.38, 2.59, -0.71], [-4.84, 1.27, -1.79], [-4.07, 2.71, -2.45], [-3.07, 1.93, -4.04], [-3.42, 0.21, -3.96], [-1.87, 0.75, -4.61], [2.15, -1.98, -4.51], [3.66, -2.54, -3.43], [3.48, -4.41, -2.94], [5.32, -2.29, -4.42], [3.75, -1.47, -1.80], [2.10, -1.61, -0.78], [2.92, -1.65, 0.98], [1.82, -2.79, -5.16], [2.41, -1.12, -5.13], [1.30, -1.69, -3.87], [3.27, -5.03, -3.81], [2.65, -4.51, -2.23], [4.39, -4.78, -2.46], [5.34, -2.91, -5.31], [6.17, -2.55, -3.79], [5.42, -1.24, -4.72], [3.94, -0.42, -2.00], [4.54, -1.85, -1.14], [3.65, -2.45, 1.01], [2.13, -1.83, 1.71], [3.38, -0.68, 1.18]], "largest_force_ev_per_a": 0.8, "homo_ev": [-3.067, -3.940], "charge": -1, "lumo_ev": [2.61, 1.85], "total_energy_ev": -211380.0757, "spin_multiplicity": 5, "de_lowest_ev": 0.0000, "s_squared": 6.06}